{"formula": "C38H49FN7O3PPdS", "method": "ωB97M-V/def2-TZVPD", "species": ["Pd", "C", "C", "C", "C", "C", "C", "C", "C", "C", "C", "C", "C", "N", "C", "C", "C", "C", "C", "C", "F", "H", "H", "H", "H", "H", "H", "H", "H", "H", "H", "H", "H", "H", "H", "H", "H", "H", "H", "H", "H", "H", "C", "N", "C", "N", "C", "N", "C", "P", "C", "C", "H", "H", "H", "H", "H", "H", "H", "H", "H", "H", "H", "H", "C", "C", "C", "C", "N", "C", "C", "H", "H", "H", "H", "H", "H", "H", "O", "C", "C", "C", "C", "C", "C", "C", "O", "O", "H", "H", "H", "H", "H", "N", "C", "N", "S", "H", "H", "H", "H"], "xyz": [[-0.812, -0.176, 0.060], [-0.576, 3.399, 3.973], [0.036, 1.994, 3.975], [1.177, 1.942, 4.995], [-1.015, 0.925, 4.239], [-1.901, 1.117, 5.291], [-2.913, 0.213, 5.552], [-3.049, -0.900, 4.743], [-2.185, -1.153, 3.681], [-2.458, -2.418, 2.881], [-1.253, -3.331, 2.668], [-3.205, -2.090, 1.589], [-1.151, -0.232, 3.444], [-0.177, -0.416, 2.405], [1.053, -0.759, 2.838], [1.298, -1.394, 4.088], [2.567, -1.770, 4.459], [3.655, -1.503, 3.627], [3.466, -0.861, 2.405], [2.194, -0.517, 2.037], [2.013, 0.133, 0.863], [0.186, 4.137, 3.716], [-0.952, 3.671, 4.958], [-1.402, 3.481, 3.264], [0.455, 1.813, 2.980], [0.793, 2.123, 6.001], [1.916, 2.715, 4.779], [1.684, 0.977, 5.004], [-1.795, 1.991, 5.920], [-3.587, 0.369, 6.384], [-3.835, -1.616, 4.950], [-3.161, -2.989, 3.493], [-0.483, -2.871, 2.053], [-1.567, -4.253, 2.174], [-0.806, -3.606, 3.624], [-2.614, -1.447, 0.927], [-4.132, -1.557, 1.808], [-3.451, -2.999, 1.038], [0.453, -1.602, 4.729], [2.722, -2.271, 5.405], [4.653, -1.789, 3.928], [4.295, -0.624, 1.752], [0.555, 5.347, -0.727], [1.503, 4.694, 0.177], [2.738, 4.397, -0.547], [2.516, 3.596, -1.746], [1.549, 4.270, -2.612], [0.286, 4.570, -1.937], [-0.483, 3.366, -1.648], [0.510, 2.299, -0.517], [0.936, 3.513, 0.814], [2.115, 2.229, -1.437], [0.980, 6.305, -1.026], [-0.381, 5.534, -0.199], [3.430, 3.876, 0.116], [3.190, 5.344, -0.844], [1.354, 3.649, -3.487], [1.987, 5.212, -2.943], [-0.697, 2.819, -2.570], [-1.428, 3.614, -1.163], [1.656, 3.063, 1.500], [0.038, 3.774, 1.373], [1.971, 1.643, -2.342], [2.866, 1.738, -0.817], [0.733, -6.292, -1.576], [0.392, -4.895, -1.158], [1.344, -4.043, -0.605], [0.995, -2.756, -0.254], [-0.244, -2.278, -0.404], [-1.164, -3.080, -0.951], [-0.888, -4.377, -1.333], [1.608, -6.663, -1.046], [0.955, -6.314, -2.645], [-0.101, -6.969, -1.400], [2.361, -4.378, -0.451], [1.732, -2.081, 0.154], [-2.151, -2.661, -1.087], [-1.675, -4.982, -1.765], [1.482, 0.467, -4.250], [0.320, 0.057, -4.822], [0.218, -0.076, -6.202], [-0.973, -0.472, -6.781], [-2.089, -0.738, -5.994], [-1.991, -0.604, -4.627], [-0.793, -0.212, -4.014], [-0.771, -0.129, -2.546], [-1.863, -0.208, -1.886], [0.302, 0.000, -1.881], [2.152, 0.566, -4.938], [1.081, 0.136, -6.822], [-1.031, -0.572, -7.857], [-3.019, -1.049, -6.449], [-2.842, -0.817, -3.996], [-4.809, 1.967, 1.198], [-3.830, 1.513, 0.421], [-4.120, 0.975, -0.749], [-2.218, 1.682, 1.015], [-5.774, 1.959, 0.909], [-4.586, 2.354, 2.100], [-5.077, 0.871, -1.051], [-3.380, 0.599, -1.336]], "lowdin_spin": [1.479, 0.001, 0.003, 0.004, 0.030, 0.000, 0.015, 0.000, 0.022, 0.002, 0.005, 0.015, 0.037, 0.530, 0.042, 0.115, -0.009, 0.153, -0.012, 0.110, 0.034, 0.000, 0.000, 0.001, 0.001, 0.001, 0.000, 0.002, 0.000, 0.001, 0.000, 0.001, 0.001, 0.000, 0.001, 0.006, 0.001, 0.001, 0.004, -0.003, 0.008, -0.003, 0.007, 0.068, 0.008, 0.054, 0.006, 0.040, 0.029, 0.389, 0.046, 0.037, 0.002, 0.000, 0.000, 0.002, 0.000, 0.002, 0.000, 0.000, 0.000, 0.000, 0.000, 0.000, 0.000, -0.003, 0.004, 0.006, 0.098, 0.007, 0.004, 0.000, 0.000, 0.000, 0.001, 0.001, 0.001, 0.001, 0.003, 0.000, 0.000, -0.001, 0.001, 0.003, 0.008, 0.016, 0.124, 0.216, 0.000, 0.000, 0.000, 0.000, 0.001, 0.012, 0.027, 0.002, 0.178, 0.002, 0.002, 0.000, 0.000], "spin_multiplicity": 5, "charge": 2, "s2": 6.052, "e_homo_ev": [-13.14, -13.23], "orbital_gap_ha": [0.3287, 0.2116], "e_tot_ev": -83082.37906}

{"formula": "C5H14N2", "method": "ωB97M-V/def2-TZVPD", "species": ["C", "N", "C", "C", "C", "C", "N", "H", "H", "H", "H", "H", "H", "H", "H", "H", "H", "H", "H", "H", "H"], "xyz": [[-0.836, -1.071, -0.439], [-1.227, -1.014, 1.013], [-2.313, -0.361, 0.733], [-0.441, 0.198, -1.254], [0.370, 1.244, -0.393], [1.535, 0.547, 0.356], [2.523, 0.005, -0.531], [-1.404, -1.706, -1.150], [0.158, -1.535, -0.348], [-0.662, 0.659, 2.869], [-2.466, 0.722, 0.569], [-0.203, 1.134, 3.221], [-3.304, -0.854, 0.732], [-1.338, 0.712, -1.636], [0.179, -0.018, -2.112], [-0.230, 1.639, 0.426], [0.731, 2.025, -1.063], [1.927, 1.299, 1.072], [1.118, -0.235, 0.974], [3.134, -0.682, -0.122], [3.061, 0.653, -1.082]], "mulliken_charge": [-0.623, -0.430, -0.217, -0.828, -0.474, -0.625, -0.459, 0.341, 0.376, -0.213, 0.195, 0.197, 0.283, 0.367, 0.418, 0.203, 0.425, 0.259, 0.443, 0.178, 0.182], "e_above_lowest_kj_mol": 515.30, "e_homo_ev": -7.98, "orbital_gap_ha": 0.2909, "e_tot_ev": -8387.27823}

{"formula": "C5H9Cl", "method": "ωB97M-V/def2-TZVPD", "species": ["C", "C", "C", "C", "C", "Cl", "H", "H", "H", "H", "H", "H", "H", "H", "H"], "xyz": [[1.007, 1.967, -0.286], [0.930, 0.645, -0.124], [-0.370, -0.075, 0.093], [-0.476, -0.728, 1.423], [-0.430, -1.105, -1.095], [-0.782, -0.364, -2.675], [1.935, 2.440, -0.483], [0.050, 2.531, 0.044], [1.770, 0.002, -0.139], [-1.204, 0.606, 0.097], [-0.526, 0.040, 2.224], [-1.538, -1.269, 1.414], [0.348, -1.443, 1.596], [0.529, -1.533, -1.201], [-1.244, -1.713, -0.888]], "mulliken_charge": [-0.726, -0.288, 0.379, -1.359, -0.660, -0.210, 0.318, 0.198, 0.334, 0.300, 0.352, 0.299, 0.317, 0.360, 0.387], "e_above_lowest_kj_mol": 107.37, "smiles": "C=C[C@H](C)CCl", "e_homo_ev": -9.75, "orbital_gap_ha": 0.3976, "e_tot_ev": -17852.21779}

{"formula": "C6H11NO", "method": "ωB97M-V/def2-TZVPD", "species": ["C", "O", "C", "C", "C", "C", "N", "C", "H", "H", "H", "H", "H", "H", "H", "H", "H", "H", "H"], "xyz": [[-2.998, 0.750, 0.263], [-2.764, -0.642, -0.369], [-1.260, -0.715, -0.367], [-0.520, -0.435, 0.701], [0.951, -0.690, 0.905], [1.871, -1.153, -0.390], [2.169, 0.036, 0.600], [2.275, 1.124, -0.429], [-2.884, 0.597, 1.268], [-2.433, 1.518, -0.430], [-3.970, 0.797, 0.051], [-1.060, -1.365, -1.395], [-1.016, 0.162, 1.400], [0.938, -1.377, 1.762], [2.639, -1.872, -0.434], [1.499, -0.881, -1.377], [2.031, 2.145, 0.131], [1.313, 0.889, -0.921], [3.220, 1.113, -0.969]], "mulliken_charge": [-0.860, -0.389, 0.226, -0.550, 0.172, -0.823, -0.362, -0.622, 0.405, 0.294, 0.318, 0.236, 0.281, 0.327, 0.299, 0.300, 0.238, 0.273, 0.238], "e_above_lowest_kj_mol": 647.80, "smiles": "CO/C=C/[C@H]1CN1C", "e_homo_ev": -8.97, "orbital_gap_ha": 0.3647, "e_tot_ev": -9931.74049}

{"formula": "C3H12NO2", "method": "ωB97M-V/def2-TZVPD", "species": ["C", "C", "C", "O", "N", "H", "H", "H", "H", "H", "H", "H", "H", "H", "H", "H", "H", "O"], "xyz": [[0.785, 1.035, -0.005], [-0.524, 0.923, -0.816], [-0.397, 1.493, -2.304], [-1.025, -0.513, -0.911], [0.697, 0.131, 1.274], [1.743, 0.769, -0.548], [0.856, 2.110, 0.335], [-1.273, 1.514, -0.402], [0.106, 2.498, -2.395], [-1.480, 1.631, -2.741], [0.183, 0.734, -2.947], [-1.911, -0.518, -1.314], [0.044, -0.622, 1.075], [0.437, 0.679, 2.071], [1.679, -0.242, 1.549], [1.208, -3.022, 2.371], [-0.300, -3.198, 2.199], [0.355, -2.482, 2.233]], "mulliken_charge": [-0.565, 0.283, -1.191, -0.600, -0.340, 0.315, 0.312, 0.311, 0.356, 0.333, 0.318, 0.345, 0.402, 0.353, 0.364, 0.325, 0.330, -0.651], "e_above_lowest_kj_mol": 118.94, "charge": 1, "e_homo_ev": -14.64, "orbital_gap_ha": 0.4129, "e_tot_ev": -8883.64140}

{"formula": "C18H17N3O3", "method": "ωB97M-V/def2-TZVPD", "species": ["O", "C", "O", "C", "C", "C", "C", "O", "N", "C", "C", "C", "C", "C", "C", "N", "C", "C", "C", "C", "C", "C", "N", "C", "H", "H", "H", "H", "H", "H", "H", "H", "H", "H", "H", "H", "H", "H", "H", "H", "H"], "xyz": [[-6.126, -2.760, 1.371], [-5.594, -2.180, 0.461], [-5.666, -2.621, -0.801], [-4.775, -0.926, 0.606], [-4.801, -0.031, -0.631], [-3.998, 1.251, -0.415], [-2.501, 0.989, -0.307], [-2.006, -0.113, -0.396], [-1.797, 2.139, -0.105], [-0.414, 2.318, 0.031], [0.062, 3.615, 0.215], [1.420, 3.842, 0.352], [2.313, 2.790, 0.310], [1.847, 1.488, 0.127], [2.805, 0.400, 0.087], [4.099, 0.560, 0.214], [4.646, -0.687, 0.124], [5.975, -1.098, 0.192], [6.234, -2.446, 0.067], [5.210, -3.379, -0.121], [3.886, -2.996, -0.192], [3.617, -1.642, -0.068], [2.457, -0.917, -0.087], [0.480, 1.257, -0.013], [-6.175, -3.446, -0.837], [-5.128, -0.395, 1.491], [-3.744, -1.241, 0.790], [-4.379, -0.579, -1.474], [-5.833, 0.230, -0.874], [-4.333, 1.755, 0.495], [-4.163, 1.929, -1.256], [-2.331, 2.996, -0.053], [-0.634, 4.442, 0.249], [1.778, 4.850, 0.494], [3.374, 2.945, 0.415], [6.763, -0.378, 0.337], [7.254, -2.798, 0.116], [5.464, -4.424, -0.213], [3.095, -3.717, -0.337], [1.528, -1.283, -0.206], [0.091, 0.264, -0.156]], "mulliken_charge": [-0.574, 0.276, -0.432, -0.240, -0.704, -0.998, 0.750, -0.671, -0.071, 0.854, -0.663, -0.780, -0.769, 0.377, 0.148, -0.710, 0.424, -0.779, -0.429, -0.505, -0.802, 0.637, 0.030, -0.797, 0.339, 0.310, 0.215, 0.262, 0.472, 0.371, 0.417, 0.202, 0.341, 0.388, 0.502, 0.436, 0.371, 0.382, 0.400, 0.186, 0.832], "e_above_lowest_kj_mol": 0.00, "smiles": "O=C(O)CCCC(=O)Nc1cccc(-c2nc3ccccc3[nH]2)c1", "e_homo_ev": -8.04, "orbital_gap_ha": 0.3087, "e_tot_ev": -29556.90589}

{"formula": "C17H17N3O4", "method": "ωB97M-V/def2-TZVPD", "species": ["N", "C", "N", "O", "C", "O", "C", "C", "C", "C", "C", "C", "C", "C", "C", "C", "C", "C", "C", "C", "N", "O", "O", "C", "H", "H", "H", "H", "H", "H", "H", "H", "H", "H", "H", "H", "H", "H", "H", "H", "H"], "xyz": [[-1.097, -0.169, 0.405], [-1.876, 0.800, -0.139], [-1.513, 1.852, -0.768], [-0.146, 2.163, -0.891], [0.596, 2.359, 0.201], [0.211, 2.192, 1.332], [1.996, 2.753, -0.206], [2.808, 1.490, -0.527], [3.093, 0.650, 0.724], [3.699, -0.671, 0.341], [2.889, -1.735, -0.037], [3.442, -2.941, -0.426], [4.817, -3.100, -0.445], [5.633, -2.046, -0.073], [5.077, -0.840, 0.315], [-3.340, 0.592, -0.100], [-4.196, 1.692, -0.140], [-5.570, 1.523, -0.102], [-6.114, 0.253, -0.023], [-5.258, -0.840, 0.009], [-5.809, -2.173, 0.086], [-7.014, -2.287, 0.052], [-5.029, -3.096, 0.185], [-3.879, -0.686, -0.030], [-1.514, -0.795, 1.074], [-0.124, 0.036, 0.568], [2.457, 3.299, 0.618], [1.939, 3.387, -1.090], [3.755, 1.783, -0.983], [2.262, 0.890, -1.259], [2.166, 0.487, 1.277], [3.774, 1.200, 1.376], [1.813, -1.620, -0.025], [2.798, -3.760, -0.714], [5.250, -4.041, -0.747], [6.707, -2.163, -0.085], [5.718, -0.020, 0.606], [-3.760, 2.675, -0.205], [-6.220, 2.383, -0.131], [-7.180, 0.091, 0.012], [-3.260, -1.571, -0.033]], "mulliken_charge": [-0.263, 0.684, -0.670, -0.161, 0.516, -0.549, -0.704, -0.562, -0.837, 0.246, -0.089, -0.717, -0.408, -0.581, -0.395, 0.391, -0.644, -0.596, -0.453, -0.160, 1.028, -0.620, -0.611, -0.305, 0.236, 0.152, 0.355, 0.365, 0.365, 0.412, 0.331, 0.446, 0.323, 0.394, 0.374, 0.376, 0.374, 0.492, 0.401, 0.487, 0.577], "e_above_lowest_kj_mol": 269.86, "smiles": "N/C(=N\\OC(=O)CCCc1ccccc1)c1cccc([N+](=O)[O-])c1", "e_homo_ev": -9.30, "orbital_gap_ha": 0.3167, "e_tot_ev": -30561.81148}

{"formula": "C2H7NO2", "method": "ωB97M-V/def2-TZVPD", "species": ["N", "C", "O", "H", "H", "H", "C", "O", "H", "H", "H", "H"], "xyz": [[-0.713, -1.632, 0.805], [-0.350, -1.922, 2.096], [-0.984, -2.678, 2.808], [-1.445, -2.040, 0.255], [-0.024, -1.138, 0.250], [0.425, -1.269, 2.513], [0.730, 2.059, -1.554], [0.407, 0.800, -0.953], [-0.117, 2.452, -2.116], [1.551, 1.847, -2.241], [1.069, 2.827, -0.856], [-0.551, 0.694, -1.008]], "mulliken_charge": [-0.313, 0.109, -0.543, 0.208, 0.274, 0.287, -0.559, -0.476, 0.256, 0.215, 0.229, 0.313], "e_above_lowest_kj_mol": 130.57, "smiles": "NC=O.CO", "e_homo_ev": -9.91, "orbital_gap_ha": 0.3873, "e_tot_ev": -7772.17248}

{"formula": "C7H11N2S", "method": "ωB97M-V/def2-TZVPD", "species": ["C", "C", "C", "C", "C", "C", "C", "N", "N", "S", "H", "H", "H", "H", "H", "H", "H", "H", "H", "H", "H"], "xyz": [[1.386, -2.794, -0.732], [3.459, -2.806, -1.221], [1.464, -1.495, -1.177], [-1.796, 0.612, -0.941], [-0.855, -0.495, -0.788], [-0.533, 1.642, 1.373], [0.452, -0.419, -1.117], [2.516, -3.509, -0.722], [0.566, 0.943, 1.409], [3.089, -1.219, -1.703], [0.478, -3.072, -0.206], [4.439, -3.305, -1.190], [-2.805, 0.276, -0.875], [-1.583, 0.996, -1.901], [-1.211, -1.544, -0.508], [-1.468, 1.388, 1.883], [-0.689, 2.655, 1.220], [-1.643, 1.330, -0.065], [0.791, 0.528, -1.641], [1.485, 1.377, 1.100], [0.679, 0.049, 1.903]], "mulliken_charge": [-0.541, -0.040, 0.447, -0.898, -0.132, -0.420, -0.153, -0.504, -0.175, -0.115, 0.332, 0.427, 0.381, 0.356, 0.220, 0.390, 0.389, 0.069, 0.347, 0.313, 0.305], "e_above_lowest_kj_mol": 279.55, "charge": 1, "e_homo_ev": [-11.92, -11.92], "orbital_gap_ha": [0.2419, 0.2419], "e_tot_ev": -21243.20675}

{"formula": "CH3N2OP", "method": "ωB97M-V/def2-TZVPD", "species": ["C", "N", "N", "O", "P", "H", "H", "H"], "xyz": [[-1.020, 0.188, -0.424], [4.654, -0.433, -0.110], [3.597, -0.102, 0.017], [-0.342, 0.778, 0.330], [2.029, 0.324, 0.063], [-2.092, -0.292, -0.096], [-0.718, 0.107, -1.515], [2.329, 1.371, 1.142]], "mulliken_charge": [-0.071, -0.260, 0.299, -0.371, -0.062, 0.204, 0.250, 0.010], "e_above_lowest_kj_mol": 312.35, "e_homo_ev": -7.95, "orbital_gap_ha": 0.3064, "e_tot_ev": -15399.01174}

{"formula": "C6H9N", "method": "ωB97M-V/def2-TZVPD", "species": ["H", "N", "C", "C", "C", "C", "C", "C", "H", "H", "H", "H", "H", "H", "H", "H"], "xyz": [[-0.736, -1.999, -0.323], [-0.254, -1.107, -0.255], [-1.056, -0.136, -0.022], [-2.554, -0.320, 0.096], [-0.459, 1.195, 0.114], [0.891, 1.353, 0.103], [1.967, 0.382, 0.224], [2.412, -0.808, -0.230], [-2.812, -0.587, 1.126], [-3.121, 0.576, -0.175], [-2.872, -1.141, -0.556], [-1.117, 2.059, 0.253], [1.272, 2.370, 0.184], [3.024, 0.695, 0.259], [2.169, -1.315, -1.146], [3.246, -1.217, 0.350]], "mulliken_charge": [0.185, -0.514, 0.895, -1.254, -0.628, -0.094, -0.321, -0.518, 0.270, 0.332, 0.364, 0.282, 0.295, 0.181, 0.260, 0.265], "e_above_lowest_kj_mol": 347.90, "smiles": "[H]/N=C(C)/C=C\\C=C", "e_homo_ev": -7.90, "orbital_gap_ha": 0.3027, "e_tot_ev": -7854.55386}

{"formula": "C4H7NO2S", "method": "ωB97M-V/def2-TZVPD", "species": ["O", "C", "C", "C", "S", "N", "C", "O", "H", "H", "H", "H", "H", "H", "H"], "xyz": [[1.321, 1.081, 1.402], [0.543, 0.215, 0.970], [0.347, 0.002, -0.531], [0.721, 1.201, -1.386], [0.096, 1.068, -3.148], [-0.129, -0.614, 1.779], [-1.139, -1.729, 1.503], [-1.586, -2.220, 2.647], [0.973, -0.857, -0.794], [-0.675, -0.324, -0.743], [0.342, 2.120, -0.934], [1.794, 1.272, -1.521], [-0.066, -0.469, 2.777], [-0.568, -2.435, 0.853], [-1.927, -1.262, 0.865]], "mulliken_charge": [-0.760, 0.422, -0.294, -0.704, -0.798, -0.051, -0.273, -0.897, 0.191, 0.276, 0.227, 0.202, 0.220, 0.121, 0.117], "e_above_lowest_kj_mol": 135.44, "smiles": "O=C(CC[S-])NC[O-]", "charge": -2, "e_homo_ev": 0.18, "orbital_gap_ha": 0.2154, "e_tot_ev": -20680.96424}